No. 1
Below is a structure of composition C15H21NO2S in a non-equilibrium geometry, with properties calculated with the ωB97M-V functional and the def2-TZVPD basis.

Properties
**Kohn-Sham gap**: 0.33261 hartree
**Charge**: 0
**E_LUMO**: 0.0 eV

CARTESIAN COORDINATES (ANGSTROEM)
O 1.95844 -0.52483 -3.43232
S 1.96021 -0.10010 -2.13966
O 3.02430 0.70853 -1.69937
N 2.05883 -1.54227 -1.21251
H 1.66480 -2.41663 -1.86924
C 1.99524 -1.58703 0.22345
C 0.57260 -1.56826 0.57823
C -0.23099 -0.65306 1.46031
C 0.22671 -0.61243 2.94760
C 1.56514 0.13268 3.09474
C 2.71633 -0.57940 2.67183
H 3.69119 -0.26282 2.93378
C 2.71017 -0.60125 0.75520
H 3.66090 -0.50408 0.60842
H 2.27502 0.35298 0.61895
H 2.86161 -1.54296 2.77516
H 1.81994 0.19850 4.07082
H 1.63821 1.23213 2.78339
H -0.67616 0.03560 3.53123
H 0.26433 -1.42214 3.36539
H -1.27654 -0.74252 1.40659
H 0.14965 0.53701 1.11742
H 0.19737 -2.54924 1.32939
H -0.08295 -1.64070 -0.20014
H 2.22602 -2.78312 0.71918
C 0.51377 0.76220 -1.66680
C -0.48808 0.32759 -2.34684
C -1.98493 0.87698 -1.81912
C -2.00172 2.01336 -1.05181
C -3.39118 2.49461 -0.91552
C -4.53200 1.83182 -1.47675
C -4.24152 0.69967 -2.47891
C -2.99762 0.37360 -2.61916
H -2.72636 -0.50163 -3.45005
H -5.00996 0.39068 -3.05334
H -5.56703 2.31165 -1.25028
H -3.64856 3.07445 -0.19643
H -1.22431 2.62360 -0.47075
H -0.49566 -0.49584 -2.80150
H 0.82478 1.65264 -0.84062

Calculated atomic charges, method Löwdin, unit e: -0.244, 0.522, -0.287, -0.102, 0.207, -0.498, -0.202, -0.206, -0.159, -0.260, -0.064, 0.095, -0.105, 0.055, 0.081, 0.044, 0.069, 0.151, 0.176, -0.003, 0.087, 0.152, 0.185, 0.059, 0.221, -0.189, -0.033, -0.172, -0.018, -0.068, -0.004, -0.076, -0.132, 0.181, 0.059, 0.122, 0.015, 0.135, 0.024, 0.182

No. 2
Below is a cluster of 9 separate species, C7H30NO8 in total in a non-equilibrium geometry, with properties calculated with the ωB97M-V functional and the def2-TZVPD basis.

Properties
**Kohn-Sham gap**: 0.37496 hartree
**Charge**: +1
**E_LUMO**: -2.4 eV

CARTESIAN COORDINATES (ANGSTROEM)
C 1.18474 -2.80184 -1.30518
C 0.84114 -1.69420 -2.27398
C 1.98619 -0.62135 -2.50041
C 2.40478 0.02870 -0.09264
C 2.03568 0.36289 -1.33724
C 1.41051 1.68668 -1.60368
C 0.20448 2.15759 -2.07293
N 0.68001 -2.51756 0.03875
H 2.40013 -3.01351 -1.41596
H 0.89618 -3.77351 -1.70515
H 0.55437 -2.10185 -3.26998
H 0.03261 -1.29652 -1.92467
H 1.74991 -0.11058 -3.41210
H 2.93917 -1.14050 -2.64350
H 2.28486 0.65093 0.69990
H 3.10801 -0.80498 -0.01152
H 2.29481 2.33563 -1.59921
H -0.71103 1.78395 -2.40645
H 0.02880 3.19271 -2.19623
H -0.31346 -2.68762 0.17127
H 0.96068 -1.67809 0.44779
H 1.33946 -3.10790 0.63845
H -3.86496 0.64650 -2.50115
H -3.94099 1.30204 -1.07436
O -3.36621 0.80066 -1.74312
H -1.75529 0.64600 0.78853
H -2.44538 0.24798 -0.55560
O -1.68647 0.06453 0.03308
H -2.46150 -1.44334 0.89426
H -3.01028 -2.52744 1.91047
O -2.28830 -2.31602 1.28640
H 1.53732 0.29220 2.51646
H 0.43725 -0.34129 3.23405
O 1.33690 -0.30666 3.16762
H 1.09170 3.20713 0.92571
H 0.42747 1.99754 0.37798
O 0.80274 2.34192 1.22071
H -0.67794 2.81538 1.87825
H -1.93687 2.84175 2.87530
O -1.58994 2.45288 2.01898
H -3.51886 3.16370 0.32048
H -2.86431 2.02306 0.88870
O -3.62896 2.21296 0.34322
H 2.95721 -2.55892 2.80452
H 1.90058 -1.53670 2.78542
O 2.34463 -2.26422 2.09853

Calculated atomic charges, method Löwdin, unit e: -0.169, -0.151, -0.104, 0.036, -0.277, -0.126, 0.069, 0.185, 0.194, 0.125, 0.139, 0.037, 0.104, 0.119, 0.011, 0.090, 0.125, 0.039, 0.051, 0.138, 0.065, 0.162, 0.030, 0.067, -0.060, 0.003, -0.011, -0.069, -0.004, 0.060, -0.081, 0.007, 0.051, 0.103, 0.081, 0.036, -0.052, 0.026, 0.112, -0.096, 0.070, -0.019, -0.046, 0.062, 0.036, -0.168

No. 3
Below is a cluster of 2 separate species, C2H7NO in total in a non-equilibrium geometry, with properties calculated with the ωB97M-V functional and the def2-TZVPD basis.

Properties
**Kohn-Sham gap (spin up / spin down)**: 0.11977 / 0.26808 hartree
**Charge**: -1
**2S+1**: 2
**E_LUMO (spin up / spin down)**: 4.1 / 3.9 eV
**Expectation value of S²**: 0.7530

CARTESIAN COORDINATES (ANGSTROEM)
N -1.23915 1.50313 -2.64862
H -0.30776 1.81486 -2.76367
H -1.29707 1.46171 -1.57185
H -1.91068 2.29308 -2.76213
O -0.60715 -1.74403 2.57727
C -0.01426 -0.86625 1.90109
C 1.16471 -1.11081 0.95960
H -0.21715 0.25391 2.14523
H 1.73236 -1.98842 1.34722
H 1.71635 -0.23024 0.95722
H 0.97979 -1.38694 -0.14134

Calculated atomic charges, method Löwdin, unit e: -0.079, -0.050, 0.009, -0.007, -0.228, -0.558, -0.212, 0.036, 0.044, -0.010, 0.055